[1]
A cluster of 2 separate species, C11H10F4O4 in total at a distorted geometry. Source: OMol25; level of theory: ωB97M-V with the def2-TZVPD basis set.

```
! RIJCOSX wB97M-V def2-TZVPD def2/J DEFGRID3
* xyz 0 1
O -0.624 -0.512 -1.206
C -0.692 0.751 -1.247
C 0.609 1.731 -1.201
C 0.611 2.879 -2.041
C -0.699 3.042 -2.968
O -0.640 3.372 -4.165
C -2.087 2.689 -2.221
C -3.399 3.570 -2.396
F -4.439 2.904 -3.053
F -3.843 3.948 -1.095
F -3.012 4.770 -3.059
C -2.093 1.538 -1.385
F -3.265 1.163 -0.711
H 1.447 1.491 -0.479
H 1.471 3.632 -2.054
C 2.353 -4.054 1.560
C 2.717 -2.768 2.272
O 2.147 -1.631 1.608
C 0.907 -1.163 1.838
C -0.067 -2.023 2.592
O 0.566 -0.099 1.376
H 1.275 -4.228 1.566
H 2.842 -4.909 2.034
H 2.661 -4.010 0.512
H 2.442 -2.784 3.330
H 3.799 -2.632 2.237
H -0.617 -2.647 1.886
H -0.768 -1.372 3.116
H 0.399 -2.646 3.354
*
```

SMILES	O=C1C=CC(=O)C(C(F)(F)F)=C1F.CCOC(C)=O
E_HOMO	-0.3848	hartree
LUMO energy	-1.355	eV
gap between HOMO and LUMO	9.1	eV

[2]
A structure of composition C11H10MoN2OS5SbSe4 at a distorted geometry. Source: OMol25; level of theory: ωB97M-V with the def2-TZVPD basis set.

```
! RIJCOSX wB97M-V def2-TZVPD def2/J DEFGRID3
* xyz -1 1
Mo 0.438 -0.817 -0.637
S -0.267 -0.020 -7.871
C 0.003 -0.153 -6.252
S 0.738 -1.531 -5.515
C 0.684 -0.974 -3.864
C 0.136 0.236 -3.680
S 0.049 0.991 -2.109
S -0.450 1.053 -5.104
S 1.369 -1.910 -2.568
C 0.828 -2.452 2.128
C 1.460 -1.429 1.241
O 2.009 -1.829 0.110
N 2.142 -0.415 1.953
C 2.355 0.845 1.248
C 1.057 1.605 1.195
C 0.892 2.837 1.784
C -0.374 3.414 1.813
C -1.429 2.726 1.261
C -1.192 1.500 0.657
N 0.023 0.945 0.632
H 0.379 -3.246 1.541
H 0.049 -2.033 2.764
H 1.614 -2.879 2.761
H 1.691 -0.258 2.847
H 2.729 0.610 0.247
H 3.118 1.433 1.755
H 1.751 3.337 2.210
H -0.526 4.381 2.274
H -2.445 3.093 1.287
H -1.999 0.953 0.192
Se -3.998 0.311 1.926
Sb -3.640 -2.008 1.406
Se -1.489 -1.963 -0.607
Se -5.181 -3.032 -0.086
Se -2.527 -3.323 3.063
*
```

ΔE to the lowest compared entry with this formula, charge and spin	12.4	kcal per mole
E_HOMO (spin up / spin down)	-0.1824 / -0.1824	hartree
LUMO energy (spin up / spin down)	0.360 / 0.361	eV
gap between HOMO and LUMO (spin up / spin down)	5.3 / 5.3	eV

[3]
The molecule C11H10N2 at a distorted geometry. Source: OMol25; level of theory: ωB97M-V with the def2-TZVPD basis set.

```
! RIJCOSX wB97M-V def2-TZVPD def2/J DEFGRID3
* xyz 0 1
C 2.094 -0.612 -1.113
C 0.699 -0.512 -1.498
C 0.348 -1.120 -2.701
C -0.959 -1.032 -3.185
C -1.875 -0.440 -2.305
N -1.516 0.067 -1.120
C -0.294 -0.023 -0.693
C -0.039 0.338 0.752
C 0.699 -0.518 1.639
C 0.785 -0.189 3.045
C 0.283 1.079 3.407
N -0.302 1.861 2.588
C -0.594 1.471 1.347
H 2.234 -1.687 -0.806
H 2.434 -0.034 -0.148
H 2.770 -0.398 -1.981
H 1.142 -1.498 -3.338
H -1.315 -1.453 -4.145
H -3.043 -0.364 -2.454
H 1.198 -1.479 1.396
H 1.206 -0.780 3.792
H 0.419 1.405 4.453
H -1.214 2.134 0.776
*
```

ΔE to the lowest compared entry with this formula, charge and spin	28.3	kcal per mole
SMILES	Cc1cccnc1-c1cccnc1
E_HOMO	-0.3309	hartree
LUMO energy	0.705	eV
gap between HOMO and LUMO	9.7	eV

[4]
The molecule C11H10N2 at a distorted geometry. Source: OMol25; level of theory: ωB97M-V with the def2-TZVPD basis set.

```
! RIJCOSX wB97M-V def2-TZVPD def2/J DEFGRID3
* xyz 0 1
C -1.110 2.462 -0.362
C -1.828 1.400 0.274
N -2.773 1.118 1.084
C -1.999 -0.036 0.463
C -2.631 -0.818 -0.615
N -3.193 -1.373 -1.449
C -1.000 -0.959 1.282
C 0.379 -0.884 0.556
C 0.565 -1.391 -0.708
C 1.765 -1.188 -1.398
C 2.776 -0.533 -0.823
C 2.606 0.056 0.440
C 1.416 -0.259 1.145
H -1.684 2.405 -1.249
H -0.001 2.259 -0.667
H -1.235 3.311 0.221
H -1.451 -1.990 1.307
H -0.880 -0.610 2.293
H -0.174 -1.939 -1.305
H 1.901 -1.452 -2.431
H 3.758 -0.465 -1.316
H 3.419 0.570 1.095
H 1.375 0.315 2.165
*
```

ΔE to the lowest compared entry with this formula, charge and spin	75.7	kcal per mole
SMILES	CC1=N[C@]1(C#N)Cc1ccccc1
E_HOMO	-0.3502	hartree
LUMO energy	0.719	eV
gap between HOMO and LUMO	10.2	eV

[5]
The molecule C11H10N2OS at a distorted geometry. Source: OMol25; level of theory: ωB97M-V with the def2-TZVPD basis set.

```
! RIJCOSX wB97M-V def2-TZVPD def2/J DEFGRID3
* xyz 0 1
C 1.330 -0.191 3.700
C -2.691 1.479 -1.273
C -2.107 2.497 -0.415
C -1.959 0.430 -1.583
C -1.004 2.216 0.320
C 0.916 -1.848 -0.725
C 1.253 -2.385 0.682
C 2.076 -1.278 1.619
C -0.506 0.163 -1.140
C -0.118 1.072 0.012
C 1.065 -0.480 2.387
N 1.617 0.068 4.785
N -0.325 -1.149 -0.614
O 1.512 -1.982 -1.773
S -0.398 -0.113 1.541
H -3.622 1.565 -1.793
H -2.636 3.358 -0.067
H -2.447 -0.292 -2.179
H -0.705 3.030 0.994
H 0.280 -2.653 1.176
H 2.011 -3.296 0.496
H 2.844 -1.591 2.301
H 2.534 -0.537 0.946
H 0.195 0.397 -2.056
H 0.926 1.243 0.026
*
```

ΔE to the lowest compared entry with this formula, charge and spin	136.5	kcal per mole
E_HOMO (spin up / spin down)	-0.3123 / -0.3294	hartree
LUMO energy (spin up / spin down)	-1.342 / -1.887	eV
gap between HOMO and LUMO (spin up / spin down)	7.2 / 7.1	eV

[6]
The molecule C11H10N2S at a distorted geometry. Source: OMol25; level of theory: ωB97M-V with the def2-TZVPD basis set.

```
! RIJCOSX wB97M-V def2-TZVPD def2/J DEFGRID3
* xyz 0 3
C 2.970 -0.736 -0.644
C -2.319 1.769 -0.857
C -1.529 2.573 -0.010
C -1.988 0.468 -1.120
C -0.475 2.034 0.702
C -0.878 -0.054 -0.482
C -0.113 0.715 0.408
C 2.451 0.318 0.100
C -0.409 -1.448 -0.809
C -0.127 -2.154 0.537
C 1.069 0.014 1.074
N 3.435 -1.625 -1.170
N 0.778 -1.365 1.377
S 3.027 1.807 0.035
H -3.119 2.080 -1.414
H -1.698 3.552 0.240
H -2.556 -0.082 -1.714
H 0.198 2.455 1.476
H -1.070 -2.159 -1.236
H 0.554 -1.538 -1.484
H -1.183 -2.305 0.906
H 0.190 -3.085 0.297
H 1.203 0.631 2.043
H 1.588 -1.865 1.748
*
```

E_HOMO (spin up / spin down)	-0.2771 / -0.3354	hartree
LUMO energy (spin up / spin down)	0.715 / -2.961	eV
gap between HOMO and LUMO (spin up / spin down)	8.3 / 6.2	eV
expectation value of S²	2.011

[7]
The ion C11H10N3O6 with charge -1 at a distorted geometry. Source: OMol25; level of theory: ωB97M-V with the def2-TZVPD basis set.

```
! RIJCOSX wB97M-V def2-TZVPD def2/J DEFGRID3
* xyz -1 1
O 1.510 1.389 1.487
C 0.299 1.601 1.618
O -0.203 2.802 1.940
C -1.636 2.725 2.047
C -2.033 1.282 1.829
N -0.696 0.672 1.381
C -0.104 -0.630 0.963
C -1.265 -1.511 1.066
N -1.568 -1.888 2.361
O -2.729 -2.109 2.798
O -0.581 -2.018 3.138
C 0.658 -0.817 -0.403
C 2.063 -0.950 -0.596
C 2.611 -0.772 -1.870
C 1.753 -0.528 -2.970
N 2.305 -0.267 -4.256
O 1.489 -0.076 -5.189
O 3.550 -0.264 -4.394
C 0.365 -0.623 -2.800
C -0.180 -0.828 -1.535
H -2.066 3.439 1.327
H -1.901 3.107 3.043
H -2.363 0.890 2.805
H -2.861 1.180 1.139
H 0.692 -0.863 1.703
H -1.984 -1.734 0.273
H 2.745 -1.110 0.249
H 3.681 -0.735 -2.055
H -0.288 -0.464 -3.657
H -1.262 -0.899 -1.440
*
```

ΔE to the lowest compared entry with this formula, charge and spin	1.5	kcal per mole
SMILES	O=C1OCCN1[C@@H](C=[N+]([O-])[O-])c1ccc([N+](=O)[O-])cc1
E_HOMO	-0.1332	hartree
LUMO energy	1.613	eV
gap between HOMO and LUMO	5.2	eV

[8]
A cluster of 2 separate species, C11H10O3 in total at a distorted geometry. Source: OMol25; level of theory: ωB97M-V with the def2-TZVPD basis set.

```
! RIJCOSX wB97M-V def2-TZVPD def2/J DEFGRID3
* xyz 0 1
C 1.361 2.424 -1.297
C 1.355 1.233 -0.868
C 1.389 -0.022 -0.438
C 2.259 -0.632 0.679
C 1.665 -2.045 0.823
C 0.766 -2.188 -0.157
O 0.512 -1.023 -0.825
H 0.796 3.271 -0.968
H 2.063 2.610 -2.162
H 3.389 -0.481 0.443
H 2.095 -0.037 1.486
H 1.961 -2.701 1.502
H 0.220 -3.023 -0.510
O -0.330 1.704 2.311
C -0.776 1.717 1.175
C -1.615 0.738 0.569
C -2.071 -0.561 0.880
C -2.539 -1.084 -0.300
C -2.442 -0.092 -1.224
O -1.947 0.935 -0.695
H -0.500 2.452 0.459
H -2.052 -0.979 1.892
H -2.934 -2.035 -0.453
H -2.625 -0.182 -2.324
*
```

ΔE to the lowest compared entry with this formula, charge and spin	87.5	kcal per mole
SMILES	C=C=C1CC=CO1.O=Cc1ccco1
E_HOMO	-0.2975	hartree
LUMO energy	0.388	eV
gap between HOMO and LUMO	8.5	eV